Computed, not measured: a cluster of 2 separate species, C3H11N2O2 in total, with ωB97M-V/def2-TZVPD.

## Properties
multiplicity: 2
energy relative to the best compared isomer or geometry (same formula, charge and spin): 24.8 kcal/mol
net charge: 0
LUMO (spin up / spin down): 0.5 / 0.4 eV
E: -380.766518 Eh
<S²>: 0.7505
HOMO (spin up / spin down): -0.126 / -0.366 hartree

CARTESIAN COORDINATES (ANGSTROEM)
N  0.652  2.140  0.997
C  0.248  1.032  0.091
C  -0.621  0.031  0.844
N  -1.271  -1.114  0.369
C  -0.837  -1.994  -0.767
O  -0.943  0.385  1.976
H  1.633  2.025  1.279
H  0.097  2.152  1.837
H  0.610  3.068  0.510
H  -0.486  1.376  -0.646
H  1.053  0.615  -0.524
H  -1.724  -1.602  1.153
H  -1.432  -2.895  -0.754
H  0.246  -2.077  -0.630
H  -1.054  -1.366  -1.660
H  1.765  -0.005  -3.295
H  2.824  -0.858  -2.471
O  1.901  -0.667  -2.618

***

Computed, not measured: a cluster of 2 separate species, C3H11N2O2 in total, with ωB97M-V/def2-TZVPD.

## Properties
energy relative to the best compared isomer or geometry (same formula, charge and spin): 24.6 kcal/mol
net charge: +1
LUMO: -3.2 eV
E: -380.674619 Eh
HOMO: -0.516 hartree

CARTESIAN COORDINATES (ANGSTROEM)
C  1.719  -0.773  -0.403
C  0.476  -1.488  0.198
C  -0.857  -0.789  -0.050
N  -1.810  -1.035  0.869
O  -0.903  0.029  -0.945
N  1.728  0.708  -0.486
H  2.074  -1.272  -1.330
H  2.476  -1.058  0.333
H  0.597  -2.554  -0.081
H  0.805  -1.619  1.255
H  -1.728  -1.813  1.507
H  -2.714  -0.594  0.824
H  0.834  1.162  -0.218
H  1.807  1.090  -1.440
H  2.471  1.142  0.055
H  -0.606  2.696  1.426
H  -1.157  2.924  -0.061
O  -0.500  2.474  0.483

***

Computed, not measured: a cluster of 2 separate species, C3H11N2O2S in total, with ωB97M-V/def2-TZVPD.

## Properties
energy relative to the best compared isomer or geometry (same formula, charge and spin): 43.6 kcal/mol
net charge: +1
LUMO: -3.2 eV
E: -778.821957 Eh
HOMO: -0.478 hartree

CARTESIAN COORDINATES (ANGSTROEM)
N  -1.200  1.096  0.083
C  -0.103  0.138  -0.320
C  1.126  0.486  0.464
S  1.593  -0.466  1.952
C  0.001  0.335  -1.921
N  0.921  -0.324  -2.615
O  -0.909  0.975  -2.453
H  -1.650  1.680  -0.683
H  -2.074  0.534  0.280
H  -1.027  1.786  0.830
H  -0.444  -0.967  -0.289
H  2.016  0.349  -0.324
H  1.287  1.660  0.782
H  1.433  -1.663  1.346
H  1.125  0.049  -3.559
H  1.652  -0.841  -2.183
H  -3.391  -1.503  1.827
H  -2.226  -1.625  2.940
O  -2.389  -1.370  1.975